This record from the Open Molecules 2025 dataset describes 8 unconnected molecules or ions with the total composition C62H67BClF7IN2O8P2. The level of theory is wB97M-V/def2-TZVPD.

Calculated values
Total charge = +1
Total energy = -143620.589 eV
Gap between HOMO and LUMO = 5.374 eV
LUMO = -5.16 eV

Structure (XYZ):
```
151
Properties=species:S:1:pos:R:3:forces:R:3
C -2.047893 -1.343019 5.457800 0.4 -4.5 -0.7
C -2.115043 -2.815214 5.251743 0.4 2.7 -0.3
C -0.980096 -3.856922 5.838378 1.6 0.6 6.0
O -0.698976 -3.775510 7.142316 -1.5 -0.4 -8.3
O -0.223937 -4.829397 5.034339 -3.4 2.4 1.3
C -1.101046 -5.644037 4.177618 0.5 -2.0 -1.2
C -0.556411 -5.577199 2.613886 -0.8 -1.1 0.1
C -1.513850 -4.711245 1.604569 0.2 -0.5 -0.1
C -1.368201 -3.083783 1.725113 0.2 0.8 -1.3
C 0.197979 -2.582051 2.033760 -1.5 -0.4 1.4
C 0.377147 -0.988551 1.722697 0.0 -1.0 -0.7
C 1.894486 -0.446979 1.536088 -1.9 3.2 -0.3
N 1.922479 0.829563 0.959282 0.7 -5.0 0.1
P 0.600869 2.068999 0.907003 0.9 1.1 1.2
P -0.158404 2.329911 -1.142209 -0.7 -1.6 -4.4
O 0.115356 1.038415 -2.009712 -1.0 4.6 3.0
O 0.677623 3.733130 -1.825114 -1.3 -2.6 3.3
O -1.838071 2.778599 -0.994607 3.4 -0.2 1.8
C 3.337776 1.027108 0.376304 2.0 2.7 0.7
C 3.503721 1.969775 -0.959436 0.2 -0.6 -0.1
C 3.822144 3.559846 -0.613005 4.7 2.8 -5.5
O 4.618181 4.221372 -1.460973 -5.6 -4.4 5.9
Cl 3.206788 4.481666 0.873886 0.4 -1.8 -1.7
C 4.048606 -0.488699 0.364879 -1.0 1.2 0.6
B 3.647921 -1.273886 -1.013581 0.3 -0.3 -2.4
C 2.448294 -2.367269 -1.243161 -0.6 -0.5 -0.5
O 4.466205 -0.934603 -2.232094 -3.6 0.7 2.0
C 3.393388 -0.999241 1.811971 1.5 -1.4 -3.6
C 3.749218 -2.586104 1.907220 0.9 -0.8 0.5
C 3.892584 -3.202371 3.418596 -1.8 -1.2 -0.4
C 2.786133 -2.683631 4.504228 0.3 -0.2 1.3
I 5.944991 -3.021166 4.258747 -1.1 0.0 -0.6
O 4.300674 -0.320355 2.767983 -4.0 3.0 3.1
C 3.576264 0.526129 3.725842 -4.6 1.7 4.3
N 2.793689 1.111293 4.582534 6.9 -4.9 -7.6
H -1.068685 -0.904286 5.950534 -2.5 -0.9 -0.9
H -2.934667 -0.676038 5.071329 2.1 -1.5 0.9
H -2.981844 -3.311666 4.601211 1.9 1.3 1.7
H -0.946616 -6.774236 4.528734 -0.3 2.8 -0.6
H -2.246181 -5.429562 4.291762 2.2 -0.1 -0.3
H -0.598013 -6.704412 2.222529 0.1 2.5 0.8
H 0.575858 -5.282401 2.607799 -2.2 -0.3 0.1
H -2.627436 -5.074341 1.805019 2.3 1.0 -0.4
H -1.279430 -5.047108 0.487997 -0.4 0.8 2.4
H -1.619272 -2.633065 0.648810 0.3 -1.0 2.2
H -2.129013 -2.593456 2.467181 1.6 -1.0 -1.3
H 0.316064 -2.709871 3.211979 0.2 -0.1 -2.7
H 0.873732 -3.306628 1.412877 -1.0 1.7 1.3
H -0.189387 -0.775335 0.687908 1.5 -0.2 2.1
H -0.159607 -0.343668 2.529340 1.1 -1.3 -1.2
H -0.539957 1.640669 1.699844 0.9 -0.5 -0.9
H 1.090733 4.283966 -1.092543 -0.8 -0.5 -0.9
H -2.025551 3.164751 -0.067761 0.4 -0.6 -2.1
H 3.809464 1.724785 1.213698 -0.4 -1.8 -1.6
H 2.627221 1.833471 -1.747978 1.7 0.6 1.7
H 4.480929 1.575560 -1.520592 -2.1 1.0 1.3
H 5.223771 -0.474835 0.351968 -2.2 0.4 0.6
H 2.873776 -3.464283 -1.105463 -0.8 2.2 -0.3
H 1.524815 -2.266993 -0.533644 1.7 -0.2 -1.2
H 2.035854 -2.333994 -2.359423 0.9 -0.1 2.4
H 3.745678 -0.654768 -2.899762 1.8 -1.1 1.0
H 3.045504 -3.303628 1.308791 1.0 1.8 1.1
H 4.826005 -2.710805 1.404424 -2.4 0.4 1.0
H 3.726421 -4.379870 3.310568 0.6 2.7 0.2
H 2.100134 -3.575560 4.902122 1.5 1.9 -1.1
H 3.380194 -2.303286 5.448642 -1.4 -0.6 -1.9
H 2.097264 -1.808273 4.149428 1.4 -1.6 0.5
F -0.506413 2.886439 -8.510345 0.0 0.0 -0.1
C -0.051596 3.198973 -7.289658 0.3 0.2 0.9
C 0.776832 4.304423 -7.130471 0.0 0.1 -0.1
C 1.246462 4.633212 -5.858886 -0.3 -0.4 0.0
C 0.890822 3.845570 -4.761198 0.2 0.1 -0.1
C 0.062897 2.735032 -4.932007 0.1 0.3 -0.2
C -0.415534 2.413128 -6.201856 0.0 0.0 -0.1
H 1.049221 4.899608 -7.995925 -0.1 -0.1 0.1
H 1.888353 5.500026 -5.722665 -0.1 -0.2 -0.1
H 1.260969 4.099780 -3.770269 -0.1 -0.1 -0.5
H -0.209210 2.121103 -4.076815 0.0 0.1 -0.3
H -1.067226 1.558668 -6.351272 0.1 0.1 0.0
F 0.326049 6.606142 -0.459646 0.4 -0.5 0.6
C -0.227611 7.120643 -1.565704 -0.8 0.7 -1.5
C 0.500947 7.140285 -2.749964 0.0 -0.1 0.1
C -0.077012 7.671212 -3.903073 -0.3 0.1 0.3
C -1.374507 8.187058 -3.856280 0.1 -0.1 0.0
C -2.095813 8.167403 -2.661599 0.4 -0.1 -0.1
C -1.521714 7.626294 -1.511535 0.1 -0.1 0.2
H 1.510491 6.742746 -2.765272 0.0 0.0 0.0
H 0.481381 7.684131 -4.835799 -0.1 0.0 0.2
H -1.823257 8.605130 -4.754841 0.1 -0.1 0.2
H -3.103983 8.573204 -2.626629 0.2 -0.1 0.1
H -2.071412 7.594865 -0.576671 0.1 0.0 -0.1
F 2.961090 10.929172 1.903401 -0.1 0.1 0.0
C 3.829351 10.019653 1.441327 0.6 -0.7 -0.3
C 5.104292 10.422847 1.059734 0.0 0.0 0.0
C 6.010361 9.475366 0.583395 -0.4 -0.2 0.1
C 5.627237 8.135576 0.483619 0.0 0.1 0.0
C 4.343599 7.741594 0.864382 0.2 0.4 0.0
C 3.441636 8.687415 1.351126 0.0 0.0 0.0
H 5.381324 11.469189 1.136380 -0.1 -0.1 0.0
H 7.012101 9.779142 0.289821 -0.2 0.0 0.1
H 6.332790 7.397638 0.107834 -0.1 0.1 0.1
H 4.046323 6.698935 0.781961 0.2 0.5 0.0
H 2.442889 8.397121 1.659933 0.1 0.1 0.0
F -2.565657 -8.140715 4.380398 0.0 -0.2 -0.5
C -3.214681 -8.267947 5.545385 -0.7 -0.2 1.3
C -2.520144 -8.692689 6.672713 0.1 0.0 -0.1
C -3.194385 -8.820369 7.887076 -0.3 0.1 -0.3
C -4.559522 -8.532031 7.958062 0.1 0.0 0.0
C -5.248922 -8.111247 6.819819 0.4 -0.1 0.1
C -4.572009 -7.972960 5.608331 0.1 0.0 -0.1
H -1.461875 -8.920129 6.596623 -0.1 0.0 0.0
H -2.658753 -9.144241 8.775984 -0.1 0.1 -0.2
H -5.085972 -8.636048 8.904424 0.1 0.0 -0.2
H -6.312280 -7.891360 6.876576 0.2 0.0 0.0
H -5.090397 -7.638473 4.715852 0.1 -0.1 0.0
F -3.843857 -5.148803 -0.703362 -0.1 0.4 0.1
C -3.621200 -6.445700 -0.954546 0.2 -1.2 -0.3
C -4.145932 -7.408235 -0.099073 0.0 0.1 0.0
C -3.918677 -8.758876 -0.363088 0.2 0.2 -0.3
C -3.159185 -9.131822 -1.474782 0.0 0.0 0.1
C -2.632520 -8.158047 -2.324674 -0.2 0.0 0.4
C -2.869358 -6.808102 -2.066624 0.0 0.1 0.0
H -4.726371 -7.099440 0.764171 0.0 0.0 -0.1
H -4.331108 -9.519412 0.295270 0.1 0.2 -0.1
H -2.978431 -10.185232 -1.677822 0.0 0.2 0.0
H -2.038257 -8.450571 -3.186989 -0.1 0.1 0.1
H -2.475063 -6.038420 -2.721794 -0.1 0.0 0.1
F -4.528171 8.310246 -0.476321 0.4 0.0 0.2
C -5.751716 8.246292 -1.018041 -1.2 -0.1 -0.5
C -6.464471 9.419721 -1.238726 0.1 0.0 0.0
C -7.736386 9.353975 -1.807489 0.1 -0.5 0.0
C -8.286292 8.113342 -2.139469 0.0 0.0 0.0
C -7.565033 6.940830 -1.909403 0.1 0.4 0.1
C -6.288799 7.007753 -1.351024 0.1 0.0 0.0
H -6.024588 10.373657 -0.966773 0.0 -0.1 0.0
H -8.298622 10.266154 -1.991258 0.1 -0.2 0.1
H -9.280185 8.062222 -2.578942 0.2 0.0 0.1
H -7.996757 5.976109 -2.164807 0.1 0.2 0.0
H -5.710676 6.106953 -1.173651 0.0 0.1 0.0
F 2.015293 -4.661965 -3.328036 -0.2 -0.1 0.4
C 2.480858 -4.616813 -4.583354 0.5 0.0 -1.4
C 3.643885 -5.306935 -4.907008 0.0 0.0 0.1
C 4.126174 -5.264392 -6.215125 -0.4 0.3 0.0
C 3.445233 -4.522454 -7.183436 0.0 0.0 0.1
C 2.281499 -3.829038 -6.847540 0.3 -0.2 0.2
C 1.793430 -3.880920 -5.542115 0.0 0.0 0.1
H 4.163922 -5.871107 -4.139726 -0.1 0.0 -0.1
H 5.030313 -5.806833 -6.480152 -0.2 0.1 0.1
H 3.824223 -4.485916 -8.202555 -0.1 0.0 0.2
H 1.755501 -3.248909 -7.601915 0.1 -0.1 0.2
H 0.885441 -3.355238 -5.265814 0.1 -0.1 0.0
```
Forces are in eV/Å.

Löwdin atomic charge list, values in e, 8 entries: 0.0083 -0.0675 -0.2715 0.0039 -0.1185 -0.1694 -0.1506 -0.1965